Molecular formula: C7H8
Method: DFT, ωB97M-V with the def2-TZVPD basis set

maximum force = 3.2 eV Å⁻¹
DFT total energy = -271.28471 a.u.
relative energy (zero: lowest compared OMol25 entry of this formula, charge and spin) = 647.8 kJ/mol
HOMO = -0.3134 hartree
orbital gap = 7.62 eV

XYZ file:
```
15
Properties=species:S:1:pos:R:3:nbo_charge:R:1
C 0.2263 -1.8001 -0.3205 -0.20
C -0.1979 -2.5045 -1.3739 -0.25
C 1.2322 -0.8657 0.2699 -0.43
C 0.8924 0.5496 0.2775 -0.18
C -0.3773 0.9558 0.2063 -0.14
C 0.0890 -1.4416 1.0280 0.11
C -0.7999 2.3300 0.6041 -0.65
H -1.0359 -3.1525 -1.1835 0.20
H 0.0750 -2.3095 -2.4414 0.21
H 2.2647 -1.1921 0.3565 0.26
H 1.5401 1.3445 0.5015 0.21
H -1.1433 0.1861 0.0164 0.21
H -1.8051 2.1968 0.9165 0.22
H -0.7740 3.0740 -0.2142 0.22
H -0.1863 2.6291 1.3568 0.21
```